25
Properties=species:S:1:pos:R:3 method="wB97M-V/def2-TZVPD" de_lowest_kj_mol=468.82 fmax_ha_per_bohr=0.105 homo_energy_ev=-12.324 total_charge=+1
C -1.596 2.481 -0.247
N -0.931 1.198 0.216
C -1.212 0.438 1.303
C -1.009 -0.897 1.294
N -0.813 -1.405 0.052
C -1.621 -2.462 -0.516
C -0.090 -0.610 -0.769
C 1.266 -0.266 -0.349
C 2.307 0.149 -1.174
C 3.438 0.349 -0.254
C 2.961 0.034 0.962
O 1.693 -0.463 0.922
H -2.585 2.162 -0.202
H -1.513 3.165 0.589
H -1.329 2.844 -1.290
H 0.035 1.378 0.001
H -1.763 1.006 2.182
H -1.175 -1.465 2.140
H -1.749 -3.271 0.095
H -2.753 -2.079 -0.700
H -1.352 -2.831 -1.552
H -0.305 -0.555 -1.759
H 2.491 0.369 -2.232
H 4.316 0.686 -0.638
H 3.287 0.044 1.925

=====

26
Properties=species:S:1:pos:R:3 method="wB97M-V/def2-TZVPD" de_lowest_kj_mol=307.62 fmax_ha_per_bohr=0.086 homo_energy_ev="-7.971 / -7.880"
C 3.757 0.396 0.573
C 3.253 -0.834 0.169
C 3.022 1.563 0.293
C 2.019 -0.907 -0.508
C 1.770 1.494 -0.341
C 1.199 0.192 -0.711
C -1.029 -2.084 1.556
C -2.713 1.299 1.120
C -2.505 -0.376 -2.054
N -1.694 -2.255 0.533
N -1.525 1.206 0.334
O 0.036 0.091 -1.416
P -1.363 -0.075 -0.618
H 4.802 0.362 0.891
H 3.734 -1.774 0.166
H 3.408 2.558 0.654
H 1.750 -1.819 -0.964
H 1.064 2.280 -0.422
H -1.299 -2.614 2.446
H -0.205 -1.309 1.850
H -3.635 1.310 0.495
H -2.818 2.159 1.778
H -2.715 0.320 1.553
H -3.135 -1.164 -2.229
H -3.272 0.361 -2.142
H -1.905 -0.381 -3.006

=====

27
Properties=species:S:1:pos:R:3 method="wB97M-V/def2-TZVPD" de_lowest_kj_mol=380.19 fmax_ha_per_bohr=0.102 homo_energy_ev="-7.453 / -7.082"
C -0.284 2.506 2.440
C -0.627 1.173 2.287
C -1.867 2.523 0.984
C -1.928 -0.537 -1.536
C 1.814 -1.272 -1.260
C 1.576 -0.919 0.168
C 0.402 -1.233 -0.710
C -2.184 0.015 0.795
C -0.531 -0.208 -1.210
N -0.988 3.314 1.601
N -1.630 1.153 1.336
N -0.251 1.116 -1.338
O -2.799 0.422 -1.869
O -2.194 -1.771 -1.651
H 0.285 2.950 3.176
H -0.195 0.185 2.749
H -2.518 2.885 0.178
H 2.204 -0.619 -1.979
H 2.121 -2.312 -1.271
H 1.944 -1.683 0.797
H 1.571 0.114 0.598
H -0.127 -2.054 -0.525
H -1.818 -0.937 1.129
H -3.166 0.165 0.514
H -2.373 1.288 -1.606
H -0.986 1.734 -1.559
H 0.685 1.476 -1.433

=====

28
Properties=species:S:1:pos:R:3 method="wB97M-V/def2-TZVPD" de_lowest_kj_mol=306.58 fmax_ha_per_bohr=0.094 homo_energy_ev=-9.046 smiles="C=NN(NC)S(=O)(=O)c1ccc(C)cc1"
C -3.732 -0.802 1.366
N -3.542 0.241 0.696
N -1.949 0.384 0.465
N -1.614 1.676 0.251
C -2.198 2.428 -0.805
S -1.481 -0.688 -0.806
O -1.702 -0.248 -2.150
O -2.079 -1.935 -0.418
C 0.284 -0.772 -0.519
C 0.723 -0.918 0.851
C 2.037 -0.873 1.243
C 2.951 -0.584 0.243
C 4.377 -0.369 0.383
C 2.509 -0.571 -1.069
C 1.215 -0.587 -1.475
H -4.757 -1.024 1.722
H -2.839 -1.454 1.623
H -1.854 2.241 1.037
H -1.981 1.797 -1.743
H -3.258 2.749 -0.664
H -1.646 3.247 -1.015
H -0.099 -1.118 1.659
H 2.299 -0.959 2.265
H 4.642 -0.066 1.338
H 4.888 -1.290 0.153
H 4.671 0.299 -0.349
H 3.287 -0.374 -1.813
H 0.850 -0.430 -2.469

=====

26
Properties=species:S:1:pos:R:3 method="wB97M-V/def2-TZVPD" de_lowest_kj_mol=466.75 fmax_ha_per_bohr=0.092 homo_energy_ev=-12.095 total_charge=+1 smiles="N[C@H]1C=C[N@@H+](N)N1c1ccccc1"
N 1.565 -2.268 -0.591
C 1.399 -1.319 0.381
C 2.590 -0.624 0.928
C 2.596 0.682 0.784
N 1.401 1.245 0.159
N 1.562 1.927 -1.030
N 0.620 -0.139 -0.174
C -0.732 0.009 0.035
C -1.496 -1.169 0.034
C -2.889 -1.124 0.015
C -3.570 0.092 -0.064
C -2.837 1.275 -0.017
C -1.407 1.248 -0.061
H 0.848 -2.835 -0.982
H 2.330 -2.309 -1.245
H 0.735 -1.833 1.199
H 3.392 -1.294 1.376
H 3.484 1.346 1.166
H 0.830 1.542 1.015
H 0.631 2.082 -1.503
H 2.151 2.803 -0.973
H -0.860 -2.089 0.135
H -3.377 -2.027 -0.068
H -4.684 0.280 -0.243
H -3.256 2.274 -0.039
H -1.027 2.227 -0.239

=====

26
Properties=species:S:1:pos:R:3 method="wB97M-V/def2-TZVPD" de_lowest_kj_mol=89.49 fmax_ha_per_bohr=0.137 spin_multiplicity=3 homo_energy_ev="-10.034 / -13.151" total_charge=+1
C 0.930 3.900 -0.435
C 2.118 3.185 0.230
C 0.075 3.304 -1.179
C 2.148 1.821 0.101
C 0.053 1.868 -1.414
C 1.148 1.166 -0.693
C 0.909 -1.350 -1.085
C -0.897 -3.038 0.049
C -0.700 -1.774 0.822
N 0.119 -1.963 -0.285
N 1.310 -0.102 -0.853
N -0.458 -4.309 0.467
N -1.599 -0.757 0.966
H 0.695 4.975 -0.345
H 2.720 3.852 0.872
H -0.681 3.758 -1.684
H 2.880 1.084 0.445
H -0.897 1.523 -1.086
H 1.508 -1.735 -1.914
H -1.770 -3.077 -0.675
H -0.096 -1.899 1.784
H -0.323 -5.049 -0.181
H 0.130 -4.305 1.336
H -1.369 -0.024 1.580
H 0.175 1.696 -2.578
H -1.863 -0.193 0.200